Entry 1:
Entry from the Open Molecules 2025 dataset: a cluster of 4 separate species, C10H23BrF3N8O3 in total (wB97M-V/def2-TZVPD).

Properties
charge: +1
multiplicity: 1
orbital gap: 8.37 eV
highest occupied orbital energy: -11.60 eV
total energy: -3931.929239 Ha

Positions of all 48 atoms, in Å:
1 Br -0.395 -2.715 -0.862
2 F 1.314 -2.360 -2.903
3 F 3.464 -0.850 -1.350
4 F 1.606 1.208 0.320
5 O -5.789 -0.062 4.199
6 O 3.442 4.969 -6.109
7 O -1.886 -0.190 0.926
8 N -6.201 1.261 5.990
9 N -2.228 -0.571 3.140
10 N 2.751 3.800 -4.299
11 N -3.994 -0.227 1.750
12 N -7.927 0.303 4.844
13 N 1.825 3.408 -6.356
14 N 1.234 0.699 -2.544
15 N 1.011 0.028 -0.055
16 C 2.529 -1.730 -0.724
17 C 0.744 -0.239 -1.508
18 C -6.589 0.467 4.963
19 C 1.928 -1.014 0.591
20 C 2.720 4.117 -5.622
21 C 4.903 -2.935 -0.812
22 C 1.192 -1.809 -1.606
23 C 5.832 -2.252 0.014
24 C 3.347 -3.078 -0.404
25 C -2.657 -0.321 1.880
26 H 1.848 0.143 -3.171
27 H -8.599 0.727 5.458
28 H 2.166 3.102 -3.879
29 H 2.887 -3.951 -0.981
30 H -0.401 -0.198 -1.596
31 H 2.667 -0.503 1.298
32 H 1.773 3.615 -7.340
33 H 3.403 4.305 -3.722
34 H 5.239 -3.380 -1.811
35 H 0.095 0.051 0.471
36 H -4.355 -0.042 0.829
37 H 1.222 2.703 -5.975
38 H 6.946 -2.315 -0.177
39 H -8.253 -0.280 4.092
40 H -6.839 1.703 6.626
41 H 3.314 -3.322 0.718
42 H -1.235 -0.649 3.281
43 H 5.356 -1.603 0.826
44 H -4.638 -0.332 2.518
45 H 1.852 1.428 -2.163
46 H -2.843 -0.680 3.927
47 H 1.435 -1.838 1.198
48 H -5.213 1.406 6.111

Entry 2:
Entry from the Open Molecules 2025 dataset: a cluster of 2 separate species, C4H2 in total (wB97M-V/def2-TZVPD).

Properties
multiplicity: 1
orbital gap (alpha / beta): 8.21 / 7.89 eV
energy above the lowest of the compared OMol25 structures with the same formula, charge and spin: 170.6 kcal per mole
highest occupied orbital energy (alpha / beta): -10.98 / -10.92 eV
total energy: -153.209197 Ha

Positions of all 6 atoms, in Å:
1 C -1.020 -2.085 1.133
2 C 0.701 2.168 -1.254
3 C -0.728 -1.007 0.675
4 C 0.387 1.160 -0.574
5 H -0.918 -2.808 1.938
6 H 0.769 3.212 -1.263

Entry 3:
Entry from the Open Molecules 2025 dataset: a cluster of 2 separate species, C4H9NO2 in total (wB97M-V/def2-TZVPD).

Properties
charge: +1
multiplicity: 2
orbital gap (alpha / beta): 8.78 / 4.53 eV
energy above the lowest of the compared OMol25 structures with the same formula, charge and spin: 47.5 kcal per mole
highest occupied orbital energy (alpha / beta): -13.41 / -13.26 eV
total energy: -362.684353 Ha

Positions of all 16 atoms, in Å:
1 O -0.343 1.188 -1.741
2 O 2.065 -2.774 1.129
3 N -0.801 1.854 0.388
4 C 1.912 -2.274 -0.066
5 C -2.249 2.012 0.269
6 C 0.752 -1.624 -0.423
7 C -0.060 1.249 -0.570
8 H -0.118 -1.561 0.219
9 H -2.815 1.222 0.764
10 H -2.524 2.964 0.716
11 H 2.764 -2.336 -0.737
12 H 2.762 -3.457 1.081
13 H 0.891 0.837 -0.157
14 H -2.486 2.013 -0.791
15 H 0.668 -1.177 -1.408
16 H -0.417 1.865 1.328

Entry 4:
Entry from the Open Molecules 2025 dataset: a structure of composition C3H4KNaO4 (wB97M-V/def2-TZVPD).

Properties
charge: +1
multiplicity: 2
orbital gap (alpha / beta): 8.66 / 8.60 eV
energy above the lowest of the compared OMol25 structures with the same formula, charge and spin: 32.1 kcal per mole
highest occupied orbital energy (alpha / beta): -11.89 / -11.89 eV
total energy: -1179.632042 Ha

Positions of all 13 atoms, in Å:
1 K -0.442 -5.887 5.520
2 Na -1.950 -1.326 2.431
3 O -1.461 -0.557 0.362
4 O -2.444 -1.887 6.451
5 O -1.501 -3.723 6.371
6 O -1.770 -2.661 4.462
7 C -0.471 -0.427 -0.576
8 C -1.621 -2.616 5.700
9 C -1.808 -0.039 -0.963
10 H 0.445 0.134 -0.373
11 H -2.417 -0.723 -1.559
12 H -2.112 1.010 -0.949
13 H -2.492 -2.705 7.243

| no. | strongest force on any atom (eV/Å) | molecular weight (g/mol) |
| --- | --- | --- |
| 1 | 3.73 | 440.2 |
| 2 | 4.25 | 50.1 |
| 3 | 1.14 | 103.1 |
| 4 | 7.55 | 166.1 |